## i
The following is a quantum chemistry calculation of an isolated molecule of C15H26O, from OMol25.

Molecular weight (g mol⁻¹): 222.37
SMILES: C=C[C@@](C)(O)CC/C=C(\C)CCC=C(C)C

Atoms and positions in Å:
C -4.303 3.772 0.498
C -3.904 2.651 -0.074
C -2.994 2.595 -1.280
C -3.472 1.485 -2.227
O -2.974 3.834 -1.974
C -1.533 2.377 -0.839
C -1.297 1.172 0.065
C 0.152 1.041 0.427
C 0.718 -0.047 0.939
C -0.061 -1.300 1.215
C 2.188 -0.074 1.258
C 3.020 -0.593 0.067
C 2.682 -2.009 -0.289
C 3.195 -3.109 0.250
C 2.747 -4.474 -0.187
C 4.233 -3.127 1.332
H -4.952 3.777 1.357
H -3.983 4.733 0.129
H -4.223 1.690 0.304
H -2.833 1.452 -3.106
H -4.495 1.684 -2.547
H -3.450 0.516 -1.736
H -3.873 4.039 -2.256
H -1.224 3.287 -0.322
H -0.926 2.287 -1.742
H -1.886 1.280 0.982
H -1.633 0.258 -0.430
H 0.755 1.924 0.263
H 0.602 -2.121 1.469
H -0.751 -1.139 2.044
H -0.654 -1.590 0.348
H 2.369 -0.716 2.123
H 2.531 0.934 1.500
H 2.823 0.049 -0.793
H 4.079 -0.502 0.319
H 1.919 -2.116 -1.049
H 2.378 -5.042 0.666
H 3.584 -5.027 -0.613
H 1.959 -4.411 -0.933
H 3.794 -3.489 2.262
H 5.041 -3.808 1.064
H 4.653 -2.143 1.515

***

## ii
The following is a quantum chemistry calculation of an isolated molecule of C15H26O, from OMol25.

Molecular weight (g mol⁻¹): 222.37
SMILES: CC[C@@H](O)[C@H](C)/C=C/[C@H]1CC=C(C)C1(C)C

Atoms and positions in Å:
C -0.680 -3.505 3.244
C -0.414 -3.477 1.718
C 0.363 -2.209 1.349
O 1.714 -2.294 1.898
C 0.378 -1.833 -0.140
C 1.110 -2.953 -0.972
C 1.061 -0.508 -0.348
C 0.394 0.613 -0.804
C 1.004 2.008 -0.840
C 0.313 2.774 -1.946
C 0.380 4.217 -1.458
C 0.714 4.270 -0.134
C 0.799 5.520 0.657
C 0.879 2.873 0.456
C 2.085 2.696 1.407
C -0.364 2.565 1.274
H -1.061 -2.543 3.603
H -1.450 -4.240 3.449
H 0.206 -3.767 3.852
H 0.137 -4.373 1.402
H -1.388 -3.471 1.200
H -0.148 -1.405 1.887
H 1.665 -2.496 2.859
H -0.651 -1.790 -0.509
H 0.509 -3.840 -0.967
H 1.304 -2.632 -2.009
H 2.083 -3.201 -0.533
H 2.074 -0.388 -0.046
H -0.637 0.486 -1.025
H 2.080 1.897 -1.110
H 0.823 2.636 -2.919
H -0.726 2.516 -2.105
H 0.180 5.078 -2.057
H 0.601 6.351 0.011
H -0.020 5.468 1.407
H 1.779 5.680 1.118
H 2.066 3.439 2.215
H 2.992 2.888 0.867
H 2.148 1.679 1.839
H -0.423 3.194 2.172
H -1.235 2.764 0.692
H -0.417 1.540 1.573

***

If we sort the structures by their calculated energies, the order from most to least stable is ii, i.

***

## i
The following is a quantum chemistry calculation of a cluster of 2 separate species, C2H4NP in total, from OMol25.

Molecular weight (g mol⁻¹): 73.03

Atoms and positions in Å:
C 0.896 -0.867 -0.279
C 0.748 0.324 0.136
N 1.028 -2.044 -0.461
P -4.074 0.788 0.231
H -0.199 0.835 0.278
H 1.672 0.989 0.177
H 1.197 -2.373 -1.424
H -3.202 -0.314 0.844

***

## ii
The following is a quantum chemistry calculation of an isolated molecule of C2H4NP, from OMol25.

Molecular weight (g mol⁻¹): 73.03
SMILES: CP1=CN=1

Atoms and positions in Å:
C -1.066 0.585 0.174
P 0.731 0.707 -0.308
C 1.310 -0.959 -0.412
N 1.638 -0.388 0.775
H -1.597 0.288 -0.616
H -1.527 1.668 0.364
H -1.276 -0.162 1.039
H 1.787 -1.740 -1.015

***

If we sort the structures by their calculated energies, the order from most to least stable is ii, i.